1.
{
  "formula": "C31H50ClF5N4O18PS",
  "method": "the ωB97M-V functional and the def2-TZVPD basis",
  "homo_lumo_gap_ha": 0.2867,
  "total_charge": 1,
  "lumo_energy_ev": -4.1,
  "de_lowest_kcal_mol": 0.0,
  "elements": ["C", "N", "C", "N", "C", "C", "O", "C", "O", "C", "N", "C", "C", "C", "Cl", "P", "C", "C", "N", "C", "C", "O", "O", "S", "O", "O", "C", "F", "F", "C", "F", "F", "F", "H", "H", "H", "H", "H", "H", "H", "H", "H", "H", "H", "H", "H", "H", "H", "H", "H", "H", "H", "H", "H", "H", "H", "H", "H", "H", "C", "C", "C", "O", "C", "O", "O", "H", "H", "H", "H", "H", "H", "C", "C", "C", "O", "C", "O", "O", "H", "H", "H", "H", "H", "H", "C", "C", "C", "O", "C", "O", "O", "H", "H", "H", "H", "H", "H", "C", "C", "C", "O", "C", "O", "O", "H", "H", "H", "H", "H", "H"],
  "xyz": [[1.434, -1.643, -2.942], [0.878, -0.985, -1.747], [-0.549, -1.167, -1.646], [-1.050, -0.610, -0.359], [-2.449, -0.137, -0.399], [-3.406, -1.285, -0.717], [-3.612, -1.313, -2.132], [-3.596, -2.507, -2.754], [-3.432, -2.598, -3.918], [-0.117, 0.076, 0.420], [0.428, -0.482, 1.569], [1.166, -1.772, 1.311], [2.619, -1.602, 0.873], [3.542, -1.347, 2.052], [3.062, -3.163, 0.085], [-0.942, -0.740, 2.730], [-0.004, -1.027, 4.269], [-1.587, -2.418, 2.373], [0.301, 1.299, 0.125], [-0.152, 2.079, -1.054], [-1.040, 3.301, -0.777], [-0.684, 4.405, -1.003], [-2.285, 2.971, -0.360], [1.580, 2.080, 1.056], [2.731, 1.255, 1.001], [1.575, 3.407, 0.547], [1.140, 2.297, 2.880], [1.954, 3.295, 3.208], [1.497, 1.221, 3.550], [-0.336, 2.722, 3.212], [-0.392, 4.018, 3.438], [-0.761, 2.070, 4.270], [-1.141, 2.448, 2.174], [1.365, -0.982, -3.810], [0.863, -2.547, -3.177], [2.465, -1.945, -2.758], [1.066, 0.005, -1.882], [-0.752, -2.247, -1.631], [-1.114, -0.755, -2.502], [-2.589, 0.616, -1.182], [-2.706, 0.333, 0.553], [-2.975, -2.234, -0.380], [-4.358, -1.128, -0.204], [-3.751, -3.374, -2.091], [0.623, -2.407, 0.610], [1.183, -2.292, 2.275], [2.727, -0.856, 0.090], [4.514, -0.951, 1.760], [3.082, -0.658, 2.768], [3.720, -2.293, 2.575], [-0.140, -2.065, 4.580], [1.067, -0.845, 4.155], [-0.428, -0.389, 5.047], [-1.517, -2.672, 1.315], [-2.643, -2.422, 2.665], [-1.074, -3.197, 2.944], [-0.673, 1.391, -1.719], [0.727, 2.454, -1.579], [-2.583, 3.597, 0.318], [-1.490, 1.213, 9.393], [-2.191, 0.020, 8.798], [-2.294, -1.194, 9.703], [-2.276, -2.278, 8.766], [-1.628, -1.866, 7.662], [-1.264, -2.578, 6.778], [-1.439, -0.526, 7.691], [-1.523, 2.064, 8.715], [-1.971, 1.501, 10.328], [-0.444, 0.977, 9.589], [-3.177, 0.297, 8.416], [-3.206, -1.230, 10.291], [-1.427, -1.288, 10.361], [-5.633, -3.443, -6.195], [-6.129, -4.443, -7.208], [-6.288, -5.863, -6.697], [-6.025, -6.643, -7.865], [-5.227, -5.915, -8.686], [-4.667, -6.341, -9.641], [-5.159, -4.633, -8.253], [-5.616, -2.440, -6.619], [-6.282, -3.436, -5.318], [-4.619, -3.688, -5.884], [-7.056, -4.100, -7.676], [-7.282, -6.087, -6.319], [-5.541, -6.106, -5.937], [1.816, 5.555, -5.575], [1.620, 4.078, -5.789], [0.196, 3.643, -6.081], [0.156, 2.320, -5.510], [1.081, 2.267, -4.543], [1.171, 1.373, -3.745], [1.885, 3.334, -4.570], [2.870, 5.793, -5.443], [1.443, 6.107, -6.438], [1.280, 5.884, -4.684], [2.304, 3.698, -6.550], [-0.048, 3.593, -7.138], [-0.537, 4.263, -5.561], [7.892, 3.700, 0.855], [7.431, 2.268, 0.929], [5.941, 2.074, 1.142], [5.893, 0.842, 1.872], [7.075, 0.704, 2.536], [7.270, -0.105, 3.382], [7.966, 1.614, 2.096], [8.955, 3.755, 0.627], [7.344, 4.231, 0.076], [7.728, 4.199, 1.811], [7.769, 1.705, 0.055], [5.373, 1.981, 0.220], [5.510, 2.866, 1.761]]
}

2.
{
  "formula": "C31H50F8IN6O8SSi",
  "method": "the ωB97M-V functional and the def2-TZVPD basis",
  "homo_lumo_gap_ha": 0.2790,
  "total_charge": 1,
  "lumo_energy_ev": -3.8,
  "elements": ["C", "Si", "C", "C", "C", "C", "F", "F", "N", "C", "N", "C", "C", "C", "C", "N", "C", "N", "N", "S", "O", "O", "C", "F", "F", "F", "N", "C", "I", "C", "C", "C", "C", "F", "F", "F", "C", "C", "C", "C", "C", "C", "H", "H", "H", "H", "H", "H", "H", "H", "H", "H", "H", "H", "H", "H", "H", "H", "H", "H", "H", "H", "H", "H", "H", "H", "H", "H", "H", "H", "H", "H", "H", "H", "H", "H", "C", "C", "O", "C", "O", "O", "C", "H", "H", "H", "H", "H", "H", "H", "H", "C", "C", "O", "C", "O", "O", "C", "H", "H", "H", "H", "H", "H", "H", "H"],
  "xyz": [[3.911, -1.356, -0.371], [2.959, 0.259, -0.410], [3.993, 1.573, -1.250], [1.365, -0.113, -1.379], [0.300, -0.609, -0.379], [-0.863, -1.320, -1.017], [-0.616, -2.675, -1.073], [-1.058, -0.931, -2.294], [-2.197, -1.168, -0.343], [-2.638, -2.228, 0.422], [-2.216, -2.540, 1.642], [-2.681, -3.773, 2.330], [-1.627, -4.882, 2.407], [-1.079, -5.281, 1.034], [-1.999, -6.208, 0.259], [-1.511, -6.345, -1.119], [-2.125, -7.437, -1.843], [-3.360, -7.563, -2.063], [-1.231, -8.418, -2.303], [-1.077, -1.530, 2.506], [0.199, -2.150, 2.438], [-1.340, -0.185, 2.138], [-1.671, -1.663, 4.283], [-0.979, -0.712, 4.914], [-2.982, -1.413, 4.335], [-1.403, -2.858, 4.804], [-3.636, -2.889, -0.215], [-4.457, -1.750, -0.767], [-5.761, -2.453, -2.256], [-3.344, -0.786, -1.217], [-3.667, 0.714, -1.068], [-5.153, 1.088, -1.023], [-5.660, 1.396, 0.379], [-6.911, 0.924, 0.559], [-5.677, 2.715, 0.632], [-4.893, 0.823, 1.347], [2.540, 0.740, 1.357], [3.205, 0.131, 2.423], [2.915, 0.463, 3.740], [1.948, 1.418, 4.019], [1.284, 2.051, 2.976], [1.584, 1.714, 1.665], [3.327, -2.149, 0.103], [4.873, -1.267, 0.128], [4.077, -1.668, -1.405], [5.047, 1.312, -1.158], [3.756, 1.656, -2.311], [3.835, 2.540, -0.772], [1.004, 0.798, -1.856], [1.572, -0.879, -2.125], [-0.089, 0.243, 0.164], [0.764, -1.318, 0.302], [-3.542, -4.164, 1.801], [-3.037, -3.507, 3.319], [-0.808, -4.604, 3.062], [-2.156, -5.732, 2.844], [-0.116, -5.774, 1.165], [-0.873, -4.394, 0.434], [-1.998, -7.207, 0.695], [-3.038, -5.841, 0.279], [-1.671, -5.487, -1.634], [-3.869, -6.756, -1.707], [-1.061, -8.314, -3.296], [-0.338, -8.297, -1.842], [-4.219, -3.507, 0.335], [-5.006, -1.331, 0.076], [-3.144, -0.997, -2.260], [-3.207, 1.236, -1.905], [-3.154, 1.064, -0.175], [-5.813, 0.348, -1.465], [-5.291, 2.000, -1.603], [3.961, -0.618, 2.231], [3.452, -0.025, 4.541], [1.725, 1.677, 5.045], [0.539, 2.805, 3.191], [1.056, 2.226, 0.867], [-5.318, 6.453, 1.594], [-5.956, 6.094, 0.271], [-5.739, 7.111, -0.719], [-4.553, 7.072, -1.321], [-3.695, 6.244, -1.144], [-4.480, 8.099, -2.161], [-3.238, 8.216, -2.862], [-5.666, 7.429, 1.930], [-5.577, 5.710, 2.348], [-4.233, 6.491, 1.504], [-7.038, 6.024, 0.369], [-5.586, 5.142, -0.104], [-2.986, 7.282, -3.360], [-2.440, 8.493, -2.175], [-3.386, 9.003, -3.594], [11.089, 0.413, -0.729], [10.017, 0.043, -1.729], [8.827, 0.835, -1.553], [8.878, 2.056, -2.081], [9.794, 2.528, -2.700], [7.723, 2.670, -1.814], [7.647, 4.019, -2.289], [10.700, 0.347, 0.288], [11.936, -0.266, -0.823], [11.442, 1.429, -0.896], [9.686, -0.984, -1.585], [10.372, 0.148, -2.753], [7.897, 4.071, -3.346], [8.319, 4.659, -1.720], [6.619, 4.328, -2.132]]
}

3.
{
  "formula": "C31H50I2N15O3P2",
  "method": "the ωB97M-V functional and the def2-TZVPD basis",
  "homo_lumo_gap_ha": 0.3202,
  "total_charge": 1,
  "lumo_energy_ev": -3.7,
  "de_lowest_kcal_mol": 0.0,
  "elements": ["O", "P", "I", "C", "N", "C", "O", "C", "P", "O", "I", "H", "H", "H", "H", "H", "H", "H", "H", "C", "C", "N", "H", "H", "H", "C", "C", "N", "H", "H", "H", "C", "C", "N", "H", "H", "H", "C", "C", "N", "H", "H", "H", "C", "C", "N", "H", "H", "H", "C", "C", "N", "H", "H", "H", "C", "C", "N", "H", "H", "H", "C", "C", "N", "H", "H", "H", "C", "C", "N", "H", "H", "H", "C", "C", "N", "H", "H", "H", "C", "C", "N", "H", "H", "H", "C", "C", "N", "H", "H", "H", "C", "C", "N", "H", "H", "H", "C", "C", "N", "H", "H", "H"],
  "xyz": [[-0.020, -2.787, -0.039], [-0.615, -1.733, -1.133], [-2.916, -1.485, -0.334], [-0.942, -2.900, -2.571], [-2.207, -3.712, -2.614], [-2.251, -4.092, -4.079], [-2.045, -2.866, -4.673], [-0.963, -2.225, -3.964], [0.624, -2.143, -4.984], [1.585, -1.447, -3.859], [1.345, -4.491, -4.820], [0.312, -3.627, -0.377], [-0.132, -3.644, -2.550], [-2.991, -3.096, -2.349], [-2.224, -4.531, -2.004], [-3.176, -4.584, -4.376], [-1.404, -4.770, -4.224], [-1.239, -1.163, -3.917], [1.782, -1.984, -3.082], [1.530, -3.679, 3.091], [1.942, -2.931, 4.268], [2.051, -2.268, 5.200], [1.914, -3.207, 2.188], [1.875, -4.710, 3.144], [0.441, -3.688, 3.070], [1.521, 2.296, -5.084], [0.371, 1.417, -5.205], [-0.537, 0.713, -5.299], [1.207, 3.252, -4.672], [2.267, 1.845, -4.433], [1.969, 2.462, -6.063], [5.604, 0.671, -3.541], [5.120, 1.370, -4.724], [4.735, 1.943, -5.645], [4.758, 0.339, -2.940], [6.199, -0.192, -3.835], [6.227, 1.343, -2.953], [-0.209, -3.438, 7.412], [-1.281, -4.424, 7.422], [-2.158, -5.163, 7.324], [-0.613, -2.436, 7.547], [0.513, -3.638, 8.201], [0.292, -3.478, 6.448], [0.059, 5.044, -1.809], [1.333, 4.350, -1.944], [2.353, 3.829, -2.060], [-0.758, 4.326, -1.831], [0.033, 5.590, -0.868], [-0.062, 5.744, -2.635], [1.283, 1.147, 5.592], [1.330, 2.022, 6.756], [1.376, 2.711, 7.676], [1.969, 1.510, 4.831], [1.574, 0.135, 5.872], [0.278, 1.131, 5.175], [-4.098, -5.506, 1.874], [-2.710, -5.177, 2.181], [-1.622, -4.940, 2.472], [-4.181, -5.906, 0.864], [-4.457, -6.254, 2.578], [-4.726, -4.623, 1.968], [2.706, 3.105, 1.985], [1.597, 2.169, 2.129], [0.725, 1.430, 2.257], [2.341, 4.126, 2.076], [3.447, 2.924, 2.763], [3.177, 2.976, 1.012], [5.503, 4.717, -2.856], [6.804, 4.087, -3.044], [7.814, 3.558, -3.204], [4.715, 3.967, -2.884], [5.470, 5.226, -1.895], [5.331, 5.441, -3.651], [-4.070, -2.995, 5.505], [-4.417, -3.000, 4.088], [-4.680, -2.987, 2.968], [-4.641, -2.233, 6.033], [-4.269, -3.968, 5.949], [-3.008, -2.782, 5.608], [-0.952, 3.855, -8.376], [-0.676, 4.367, -7.040], [-0.456, 4.770, -5.984], [-1.370, 4.649, -8.992], [-0.033, 3.488, -8.829], [-1.678, 3.046, -8.312], [4.077, 3.277, 9.748], [5.531, 3.335, 9.649], [6.676, 3.374, 9.554], [3.784, 2.557, 10.510], [3.681, 4.255, 10.013], [3.648, 2.975, 8.795], [-6.443, -2.193, 0.903], [-7.133, -3.419, 1.281], [-7.639, -4.402, 1.599], [-6.848, -1.336, 1.437], [-5.387, -2.306, 1.153], [-6.547, -2.029, -0.169], [-3.929, 3.866, -5.092], [-4.167, 4.123, -6.507], [-4.326, 4.333, -7.627], [-3.206, 4.587, -4.713], [-4.861, 3.957, -4.537], [-3.527, 2.862, -4.965]]
}

4.
{
  "formula": "C31H50O16P",
  "method": "the ωB97M-V functional and the def2-TZVPD basis",
  "homo_lumo_gap_ha": 0.1757,
  "total_charge": -1,
  "lumo_energy_ev": 1.8,
  "elements": ["C", "C", "C", "C", "C", "C", "C", "C", "C", "O", "C", "P", "C", "H", "H", "H", "H", "H", "H", "H", "H", "H", "H", "H", "H", "H", "H", "H", "H", "H", "H", "H", "H", "C", "C", "C", "O", "C", "O", "O", "H", "H", "H", "H", "H", "H", "C", "C", "C", "O", "C", "O", "O", "H", "H", "H", "H", "H", "H", "C", "C", "C", "O", "C", "O", "O", "H", "H", "H", "H", "H", "H", "C", "C", "C", "O", "C", "O", "O", "H", "H", "H", "H", "H", "H", "C", "C", "C", "O", "C", "O", "O", "H", "H", "H", "H", "H", "H"],
  "xyz": [[-2.943, -2.134, 0.173], [-3.860, -1.007, -0.305], [-5.234, -1.078, -0.065], [-6.075, -0.081, -0.483], [-5.553, 1.023, -1.151], [-6.537, 2.124, -1.582], [-7.042, 2.794, -0.254], [-7.775, 1.594, -2.336], [-4.198, 1.142, -1.421], [-3.655, 2.198, -2.106], [-3.610, 3.439, -1.330], [-2.400, 3.387, 0.155], [-3.355, 0.087, -0.992], [-3.547, -3.055, 0.137], [-2.117, -2.211, -0.531], [-2.576, -1.952, 1.191], [-5.605, -1.962, 0.481], [-7.144, -0.157, -0.290], [-6.005, 2.869, -2.183], [-6.158, 2.915, 0.388], [-7.553, 3.747, -0.435], [-7.705, 2.055, 0.221], [-8.191, 0.672, -1.914], [-8.567, 2.360, -2.261], [-7.591, 1.457, -3.413], [-3.212, 4.207, -2.018], [-4.607, 3.814, -1.030], [-3.305, 2.496, 0.902], [-3.105, 4.557, 0.747], [-1.472, 4.381, -0.485], [-1.701, 2.307, -0.459], [-1.451, 3.353, 1.303], [-2.266, 0.151, -1.209], [-3.291, -7.453, 0.194], [-4.748, -7.147, 0.450], [-5.623, -7.236, -0.777], [-6.665, -6.302, -0.477], [-6.140, -5.378, 0.375], [-6.665, -4.361, 0.679], [-4.927, -5.782, 0.839], [-3.174, -8.422, -0.293], [-2.838, -6.681, -0.429], [-2.736, -7.468, 1.132], [-5.132, -7.783, 1.254], [-6.033, -8.232, -0.929], [-5.118, -6.913, -1.691], [-3.159, -0.994, 4.306], [-2.950, -2.408, 4.795], [-2.178, -2.502, 6.086], [-1.542, -3.779, 5.969], [-1.401, -4.033, 4.638], [-0.748, -4.921, 4.191], [-2.110, -3.148, 3.896], [-3.622, -0.376, 5.077], [-2.215, -0.539, 4.005], [-3.805, -0.990, 3.427], [-3.909, -2.928, 4.868], [-2.821, -2.472, 6.963], [-1.405, -1.735, 6.183], [3.739, 1.137, -0.787], [2.346, 1.068, -1.368], [1.368, 2.036, -0.748], [0.127, 1.354, -0.915], [0.385, 0.043, -0.960], [-0.455, -0.803, -0.910], [1.724, -0.196, -1.083], [4.130, 2.155, -0.824], [3.745, 0.790, 0.248], [4.411, 0.490, -1.340], [2.385, 1.190, -2.455], [1.346, 2.999, -1.252], [1.536, 2.198, 0.320], [9.346, 1.364, -4.469], [8.211, 0.688, -3.737], [6.969, 1.534, -3.631], [6.379, 1.057, -2.416], [7.390, 0.574, -1.647], [7.278, 0.276, -0.500], [8.541, 0.473, -2.356], [9.030, 1.710, -5.455], [9.725, 2.211, -3.897], [10.178, 0.671, -4.599], [7.992, -0.284, -4.188], [6.290, 1.391, -4.469], [7.180, 2.601, -3.519], [9.478, 2.926, 2.685], [9.593, 3.745, 1.422], [8.268, 4.134, 0.818], [8.589, 4.237, -0.575], [9.642, 3.413, -0.802], [10.039, 3.112, -1.883], [10.184, 2.979, 0.361], [8.852, 3.431, 3.422], [9.058, 1.943, 2.472], [10.463, 2.763, 3.123], [10.221, 4.623, 1.596], [7.895, 5.084, 1.197], [7.495, 3.372, 0.942]]
}